1.
{
  "formula": "CH5IN2",
  "method": "the ωB97M-V functional and the def2-TZVPD basis",
  "elements": ["C", "N", "N", "I", "H", "H", "H", "H", "H"],
  "coordinates": [[-0.88780, -1.03839, 0.11406], [0.06829, 1.04933, 0.11838], [-0.90875, 0.27219, -0.11803], [3.24182, 0.02790, 0.00384], [-0.09375, -1.60614, 0.42834], [-1.62186, -1.59511, -0.44900], [0.05143, 2.02857, -0.03649], [1.87783, 0.33313, 0.55476], [-1.72721, 0.52852, -0.61585]],
  "charge": 0,
  "homo_lumo_gap_ev": 9.033,
  "lumo_energy_ev": 0.753,
  "total_energy_ev": -12195.6949,
  "relative_energy_kj_mol": 181.92
}

2.
{
  "formula": "C22H46O20S6",
  "method": "the ωB97M-V functional and the def2-TZVPD basis",
  "elements": ["C", "C", "O", "S", "O", "O", "O", "H", "H", "H", "H", "C", "C", "O", "S", "O", "O", "O", "H", "H", "H", "H", "O", "S", "O", "O", "C", "C", "C", "H", "H", "H", "H", "H", "H", "H", "H", "O", "S", "O", "O", "C", "C", "C", "H", "H", "H", "H", "H", "H", "H", "H", "O", "S", "O", "O", "C", "C", "C", "H", "H", "H", "H", "H", "H", "H", "H", "O", "S", "O", "O", "C", "C", "C", "H", "H", "H", "H", "H", "H", "H", "H", "C", "C", "C", "C", "C", "C", "H", "H", "H", "H", "H", "H"],
  "coordinates": [[-0.96511, 2.88802, 3.70083], [-2.01759, 2.32235, 4.64790], [-1.68195, 0.94478, 4.83149], [-0.23577, 0.58385, 4.28491], [-0.31245, -0.14606, 3.07319], [0.55148, 0.09027, 5.33052], [0.19194, 2.07601, 3.94203], [-0.68584, 3.90821, 3.95222], [-1.21509, 2.83984, 2.64172], [-3.02588, 2.37506, 4.24141], [-2.00642, 2.84116, 5.60555], [-2.54010, -3.12776, -0.85554], [-2.17017, -3.22289, 0.61003], [-2.54986, -4.59106, 0.88544], [-1.92451, -5.46507, -0.27745], [-2.77043, -6.56483, -0.52815], [-0.53525, -5.63775, -0.06503], [-2.10585, -4.36083, -1.43159], [-2.04649, -2.30334, -1.37083], [-3.61220, -2.95548, -0.95997], [-2.78697, -2.57007, 1.21749], [-1.10202, -3.09915, 0.78517], [0.44205, 0.87623, -8.74346], [-0.95228, 0.99383, -9.00821], [-1.65271, -0.02006, -9.70189], [-1.71867, 1.20162, -7.62959], [-0.94308, 1.49367, -6.45886], [-1.85118, 2.15114, -5.42598], [-1.24065, 2.52979, -9.79237], [-0.15392, 2.21611, -6.66697], [-0.54345, 0.56217, -6.06287], [-2.61552, 1.44542, -5.09151], [-2.44448, 2.90502, -5.95221], [-1.30481, 2.57919, -4.59230], [-2.28444, 2.79812, -9.66552], [-1.04880, 2.33330, -10.84756], [-0.53559, 3.26165, -9.41422], [4.58292, 1.42228, 1.70757], [4.86885, 2.62607, 2.41251], [5.82860, 2.67920, 3.43625], [5.31831, 3.74671, 1.37460], [4.78937, 3.64302, 0.03856], [5.68337, 2.88186, -0.88653], [3.37147, 3.32556, 3.01494], [4.67605, 4.66587, -0.33222], [3.76964, 3.24828, 0.04992], [6.68473, 3.31529, -0.91189], [5.29860, 2.92516, -1.90713], [5.78593, 1.83305, -0.60985], [3.61012, 4.36150, 3.26805], [3.07205, 2.84800, 3.94356], [2.59890, 3.37505, 2.25281], [2.82510, -3.90237, 6.60068], [2.31163, -4.93810, 5.76340], [1.09754, -5.60444, 6.08543], [2.09356, -4.38369, 4.29509], [3.06834, -3.43973, 3.77130], [2.32600, -2.51939, 2.83026], [3.57443, -6.14583, 5.50996], [3.81925, -4.00994, 3.22377], [3.49420, -2.88885, 4.60555], [2.15562, -2.95637, 1.84922], [2.81040, -1.54591, 2.73363], [1.36215, -2.26432, 3.27751], [3.19502, -6.86355, 4.78737], [3.75966, -6.60195, 6.47872], [4.46420, -5.66109, 5.11575], [-6.25818, 0.24650, -0.89796], [-5.49053, -0.32306, 0.15469], [-5.48305, -1.71124, 0.43835], [-3.97288, 0.01608, -0.10727], [-3.61407, 1.34533, -0.55549], [-2.39177, 1.78970, 0.22192], [-5.80124, 0.54197, 1.66444], [-4.46668, 2.01234, -0.43097], [-3.42498, 1.31397, -1.62821], [-2.70430, 2.43561, 1.04655], [-1.74210, 2.35939, -0.44589], [-1.73765, 1.02618, 0.64008], [-5.82587, 1.60652, 1.46010], [-5.06813, 0.20246, 2.39226], [-6.75551, 0.17623, 2.04465], [0.44892, -1.13423, -0.74283], [0.19342, -1.25965, -2.11039], [0.27868, -0.13234, -2.90887], [0.73215, 1.08451, -2.39828], [0.94136, 1.21547, -1.02912], [0.79763, 0.10245, -0.21461], [0.37087, -2.03583, -0.14817], [-0.10510, -2.21188, -2.53034], [0.18105, -0.19623, -3.98663], [0.77202, 1.90051, -3.10909], [1.23906, 2.18932, -0.65861], [0.98494, 0.11612, 0.85309]],
  "charge": 0,
  "homo_lumo_gap_ev": 9.618,
  "lumo_energy_ev": -0.324,
  "total_energy_ev": -129517.2801
}

3.
{
  "formula": "C4H6O2",
  "method": "the ωB97M-V functional and the def2-TZVPD basis",
  "elements": ["C", "C", "C", "C", "O", "O", "H", "H", "H", "H", "H", "H"],
  "coordinates": [[-1.65135, -0.11491, 0.32155], [-0.48989, 0.10307, -0.55417], [1.11763, 0.74643, -0.09895], [1.79881, -0.55821, 0.17572], [2.85715, -1.02341, 0.53880], [0.66843, -1.18065, -0.15559], [-1.46539, 0.02530, 1.37533], [-2.08259, -1.08448, 0.17599], [-2.38698, 0.60079, 0.02336], [-0.67126, -0.14890, -1.58856], [1.43150, 1.28390, -0.97137], [0.87392, 1.35106, 0.75788]],
  "charge": 0,
  "homo_lumo_gap_ev": 10.488,
  "lumo_energy_ev": 0.677,
  "total_energy_ev": -8337.3829,
  "smiles": "C[C@H]1CC(=O)O1",
  "relative_energy_kj_mol": 297.00
}

4.
{
  "formula": "C45H37N3P2Ti",
  "method": "the ωB97M-V functional and the def2-TZVPD basis",
  "elements": ["Ti", "C", "C", "C", "C", "C", "C", "P", "C", "C", "C", "C", "C", "C", "C", "C", "C", "C", "C", "C", "H", "H", "H", "H", "H", "H", "H", "H", "H", "H", "H", "H", "H", "H", "N", "C", "C", "C", "C", "C", "C", "C", "C", "N", "C", "H", "H", "H", "H", "H", "H", "H", "H", "N", "P", "C", "C", "C", "C", "C", "C", "C", "C", "C", "C", "C", "C", "C", "C", "C", "C", "C", "C", "H", "H", "H", "H", "H", "H", "H", "H", "H", "H", "H", "H", "H", "H", "H"],
  "coordinates": [[-0.70909, 0.11639, -0.10388], [3.80864, -1.95575, -5.29644], [4.08600, -1.00766, -4.32353], [3.12219, -0.68764, -3.37537], [1.88366, -1.31768, -3.40561], [1.59910, -2.25784, -4.39995], [2.56521, -2.57837, -5.33784], [0.59032, -0.92988, -2.21552], [-0.85493, -0.48473, -3.24167], [-2.12855, -1.00542, -3.05703], [-3.20629, -0.50191, -3.78420], [-3.01966, 0.52397, -4.69357], [-1.74109, 1.04498, -4.89557], [-0.66939, 0.54572, -4.17729], [0.04409, -2.36451, -1.28260], [0.33577, -3.70561, -1.50563], [-0.22202, -4.65341, -0.65969], [-1.05532, -4.26428, 0.38770], [-1.30693, -2.92188, 0.62356], [-0.74835, -1.93915, -0.19939], [4.55836, -2.20595, -6.03492], [5.04764, -0.51320, -4.30524], [3.33057, 0.06131, -2.62377], [0.62276, -2.72595, -4.44999], [2.34681, -3.30750, -6.10609], [-2.28726, -1.82689, -2.36639], [-4.18991, -0.93111, -3.64535], [-3.85594, 0.90700, -5.26229], [-1.58321, 1.82683, -5.62659], [0.32594, 0.93841, -4.36587], [0.98332, -4.00937, -2.31881], [-0.01181, -5.70292, -0.81779], [-1.48982, -5.01818, 1.03117], [-1.92600, -2.64178, 1.46759], [-0.46986, 2.09600, -1.20884], [-1.66955, 2.88890, -0.97606], [-1.74807, 4.22789, -1.20331], [-2.95762, 4.92365, -0.96094], [-4.05810, 4.25578, -0.51065], [-3.99506, 2.86064, -0.26554], [-5.09370, 2.10037, 0.19656], [-4.95583, 0.75907, 0.41997], [-3.70545, 0.16540, 0.20557], [-2.66228, 0.84323, -0.23610], [-2.78971, 2.18552, -0.49206], [-0.41288, 1.86607, -2.20476], [0.36736, 2.62989, -0.97755], [-0.88472, 4.76335, -1.57987], [-3.00134, 5.98742, -1.14608], [-4.98929, 4.77735, -0.33238], [-6.04170, 2.59467, 0.37032], [-5.77753, 0.15338, 0.77227], [-3.54418, -0.88748, 0.40626], [-0.68066, 0.30217, 1.64343], [0.66495, 0.16897, 2.55118], [0.74620, -1.36486, 3.44436], [-0.45089, -1.93453, 3.87893], [-0.42874, -3.06607, 4.67828], [0.78582, -3.62641, 5.05041], [1.98056, -3.05523, 4.63293], [1.96516, -1.92246, 3.83400], [0.74173, 1.52467, 3.70697], [1.75189, 1.56764, 4.67024], [1.80179, 2.61721, 5.57004], [0.84138, 3.62187, 5.51706], [-0.16607, 3.58066, 4.56609], [-0.22006, 2.53164, 3.65720], [2.09627, 0.29518, 1.47678], [2.52818, 1.57197, 1.09906], [3.60158, 1.71600, 0.23484], [4.25410, 0.58572, -0.24309], [3.82029, -0.68396, 0.11281], [2.73610, -0.83524, 0.96321], [-1.39674, -1.48364, 3.60539], [-1.35544, -3.50762, 5.01875], [0.80367, -4.50965, 5.67472], [2.92440, -3.49054, 4.93095], [2.90428, -1.48831, 3.51499], [2.49928, 0.78530, 4.72648], [2.58297, 2.65118, 6.31671], [0.87888, 4.43683, 6.22747], [-0.91371, 4.36156, 4.53599], [-1.01106, 2.48928, 2.91925], [2.05326, 2.45003, 1.52385], [3.95500, 2.70216, -0.03426], [5.11738, 0.69884, -0.88698], [4.33204, -1.55926, -0.26536], [2.40087, -1.82829, 1.23835]],
  "charge": 2,
  "homo_lumo_gap_ev": 7.641,
  "lumo_energy_ev": -5.922,
  "total_energy_ev": -93418.3060,
  "relative_energy_kj_mol": 62.46
}

5.
{
  "formula": "C2H12NO2",
  "method": "the ωB97M-V functional and the def2-TZVPD basis",
  "elements": ["C", "N", "C", "H", "H", "H", "H", "H", "H", "H", "H", "H", "H", "O", "H", "H", "O"],
  "coordinates": [[-0.79108, -0.10518, 1.27512], [-0.91482, 1.02926, 0.23003], [-0.86146, 0.66621, -1.27988], [-1.57925, -0.85755, 1.25460], [0.14530, -0.49667, 1.02629], [-0.79773, 0.25338, 2.24230], [-0.16371, 1.75517, 0.43042], [-1.76332, 1.41762, 0.45631], [-1.70159, 1.07844, -1.75194], [-1.06462, -0.47134, -1.35628], [0.12058, 0.96611, -1.63208], [0.21455, -3.15689, -0.66620], [1.43598, -2.50107, -0.20886], [0.49440, -2.36414, -0.24994], [2.75481, 1.02532, -0.68140], [2.45421, 0.69154, 0.86025], [2.01777, 1.06980, 0.05127]],
  "charge": 1,
  "homo_lumo_gap_ev": 12.262,
  "lumo_energy_ev": -3.082,
  "total_energy_ev": -7846.7027,
  "relative_energy_kj_mol": 139.27
}